# 1
The following is a quantum chemistry calculation of an isolated molecule of C5H14N2, from the Open Molecules 2025 dataset.

Values from the calculation:
energy above the lowest of the compared OMol25 structures with the same formula, charge and spin	43.7	kcal/mol
2S+1	1
SMILES string	CNCCN(C)C
strongest force on any atom	2.5	eV/Å
HOMO-LUMO gap	9.3	eV

Each line ends with the natural charge from an NBO analysis.
Element x y z (Å)
H  -1.300  0.212  -2.819  0.17
C  0.224  -0.575  -0.940  -0.24
H  -1.883  -0.673  0.609  0.20
N  1.161  0.274  1.241  -0.64
H  0.895  0.286  3.323  0.18
H  2.107  -0.925  2.685  0.19
H  -2.407  -1.048  -1.002  0.16
H  -0.167  1.644  -2.409  0.21
H  -2.827  0.553  -0.527  0.20
C  0.978  -0.897  0.355  -0.22
H  0.377  -1.612  0.942  0.15
H  -0.159  -1.569  -1.223  0.17
N  -0.821  0.486  -0.787  -0.43
H  -1.871  1.717  -2.121  0.19
C  -1.023  1.034  -2.163  -0.42
H  0.255  0.688  1.226  0.37
C  -2.071  -0.210  -0.352  -0.43
H  2.412  0.861  2.787  0.19
H  0.874  -0.269  -1.759  0.20
C  1.680  0.072  2.594  -0.42
H  1.937  -1.331  0.060  0.20

---

# 2
The following is a quantum chemistry calculation of an isolated molecule of C5H14N2, from the Open Molecules 2025 dataset.

Values from the calculation:
energy above the lowest of the compared OMol25 structures with the same formula, charge and spin	52.3	kcal/mol
2S+1	1
SMILES string	C[C@H](N)CN(C)C
strongest force on any atom	3.2	eV/Å
HOMO-LUMO gap	9.8	eV

Each line ends with the natural charge from an NBO analysis.
Element x y z (Å)
C  1.541  -0.445  0.101  -0.04
H  -0.435  -1.496  0.245  0.17
H  2.810  0.190  -1.409  0.37
H  -2.034  0.340  -2.135  0.21
C  2.103  0.697  0.970  -0.63
N  -1.083  0.347  -0.208  -0.45
H  -3.274  0.845  0.346  0.21
H  -2.111  -1.188  -1.348  0.17
H  -2.141  1.149  1.519  0.20
C  -2.307  0.448  0.724  -0.43
N  1.896  -0.229  -1.278  -0.85
H  -2.474  -0.575  1.197  0.17
H  2.139  0.389  2.094  0.20
H  1.174  0.379  -1.654  0.36
H  3.063  1.141  0.705  0.21
H  -0.109  -0.446  1.559  0.21
H  1.363  1.485  0.808  0.21
C  -0.052  -0.519  0.487  -0.23
H  1.907  -1.433  0.565  0.17
C  -1.465  -0.354  -1.518  -0.43
H  -0.513  -0.726  -1.769  0.21

---

# 3
The following is a quantum chemistry calculation of an isolated molecule of C5H14N2, from the Open Molecules 2025 dataset.

Values from the calculation:
energy above the lowest of the compared OMol25 structures with the same formula, charge and spin	37.0	kcal/mol
2S+1	1
SMILES string	C[C@@H](N)CN(C)C
strongest force on any atom	3.0	eV/Å
HOMO-LUMO gap	9.4	eV

Each line ends with the natural charge from an NBO analysis.
Element x y z (Å)
H  -2.071  1.467  1.609  0.20
H  -0.085  -2.422  0.876  0.20
H  1.591  0.628  -0.422  0.19
H  -0.101  -2.813  -0.810  0.20
H  -1.435  -0.123  1.523  0.20
N  0.072  -0.883  -0.603  -0.45
C  -0.282  1.359  0.387  -0.06
H  0.252  1.923  2.316  0.36
H  1.528  -2.331  0.000  0.17
H  0.296  0.157  -2.476  0.20
N  0.327  2.270  1.374  -0.86
H  0.007  -1.569  -2.717  0.20
H  1.494  -1.106  -1.944  0.17
C  -1.558  0.792  0.902  -0.63
C  0.746  0.163  0.111  -0.23
H  1.054  -0.064  1.129  0.19
C  0.444  -0.836  -2.053  -0.42
H  0.043  3.229  1.267  0.37
C  0.430  -2.221  -0.075  -0.42
H  -0.421  1.864  -0.573  0.18
H  -2.332  0.517  0.179  0.22

---

# 4
The following is a quantum chemistry calculation of an isolated molecule of C5H14N2, from the Open Molecules 2025 dataset.

Values from the calculation:
energy above the lowest of the compared OMol25 structures with the same formula, charge and spin	23.5	kcal/mol
2S+1	1
SMILES string	CCNCCCN
strongest force on any atom	1.6	eV/Å
HOMO-LUMO gap	9.8	eV

Each line ends with the natural charge from an NBO analysis.
Element x y z (Å)
H  0.261  -2.809  -1.486  0.19
H  -1.255  1.158  -1.164  0.17
H  2.443  -2.141  -1.605  0.36
C  0.253  2.036  2.368  -0.62
H  -0.179  -0.391  -2.542  0.21
C  -1.102  0.220  -0.625  -0.21
C  -0.826  1.311  1.528  -0.21
H  2.171  -0.901  -0.532  0.36
H  -2.081  -0.059  -0.225  0.19
H  0.640  0.858  0.224  0.35
H  -1.499  0.771  2.184  0.18
H  1.259  1.637  2.211  0.21
H  -1.416  2.085  1.021  0.16
H  0.297  -1.887  0.006  0.20
C  -0.579  -0.811  -1.629  -0.42
N  -0.231  0.436  0.523  -0.63
N  1.816  -1.400  -1.336  -0.86
C  0.437  -1.820  -1.072  -0.22
H  -1.455  -1.415  -1.906  0.20
H  0.035  1.877  3.427  0.21
H  0.266  3.102  2.144  0.21

---

# 5
The following is a quantum chemistry calculation of an isolated molecule of C5H14N2, from the Open Molecules 2025 dataset.

Values from the calculation:
energy above the lowest of the compared OMol25 structures with the same formula, charge and spin	24.1	kcal/mol
2S+1	1
SMILES string	CC[C@H](CN)NC
strongest force on any atom	2.4	eV/Å
HOMO-LUMO gap	9.6	eV

Each line ends with the natural charge from an NBO analysis.
Element x y z (Å)
H  -2.023  -2.318  -0.120  0.35
C  -0.320  -1.328  -0.411  -0.23
H  -0.231  0.465  -1.562  0.20
H  -1.940  2.071  1.434  0.20
H  -0.141  -1.598  0.636  0.18
C  -1.657  1.626  0.482  -0.62
H  0.525  1.846  0.434  0.20
H  2.678  0.537  1.055  0.18
H  -2.372  0.826  0.314  0.23
H  -1.822  2.400  -0.274  0.20
N  -1.795  -1.471  -0.633  -0.84
H  -0.022  0.647  1.534  0.20
N  1.615  0.063  -0.752  -0.63
H  0.245  -2.048  -1.003  0.19
C  -0.231  1.069  0.538  -0.41
H  1.814  -1.000  1.092  0.19
H  -2.018  -1.696  -1.597  0.35
H  3.268  -0.834  0.005  0.20
C  0.113  0.095  -0.589  -0.06
H  1.924  0.984  -1.029  0.35
C  2.390  -0.337  0.447  -0.43

---

# 6
The following is a quantum chemistry calculation of an isolated molecule of C5H14N2, from the Open Molecules 2025 dataset.

Values from the calculation:
energy above the lowest of the compared OMol25 structures with the same formula, charge and spin	33.2	kcal/mol
2S+1	1
SMILES string	C[C@H](N)CN(C)C
strongest force on any atom	2.3	eV/Å
HOMO-LUMO gap	9.0	eV

Each line ends with the natural charge from an NBO analysis.
Element x y z (Å)
N  1.548  -0.002  -1.204  -0.85
H  -0.816  -0.662  -2.192  0.24
H  3.080  0.410  1.175  0.21
H  2.513  0.269  -1.378  0.35
H  -2.995  0.149  0.554  0.16
C  -1.420  -0.102  -1.489  -0.43
C  1.993  0.279  1.179  -0.64
H  -2.484  -0.435  -1.514  0.17
H  -2.251  1.698  0.327  0.20
C  -2.043  0.690  0.726  -0.39
H  -1.766  0.565  1.771  0.21
C  1.410  -0.619  0.112  -0.06
H  -0.408  -1.903  0.078  0.18
H  1.896  -1.603  -0.010  0.19
H  1.043  0.867  -1.305  0.36
N  -1.023  0.110  -0.114  -0.48
H  1.482  1.251  1.190  0.21
H  1.864  -0.166  2.184  0.20
H  -1.395  0.872  -2.024  0.19
C  -0.115  -0.889  0.422  -0.20
H  -0.112  -0.776  1.514  0.19

---

# 7
The following is a quantum chemistry calculation of a structure of composition C5H14N2, from the Open Molecules 2025 dataset.

Values from the calculation:
energy above the lowest of the compared OMol25 structures with the same formula, charge and spin	77.3	kcal/mol
2S+1	1
strongest force on any atom	2.9	eV/Å
HOMO-LUMO gap	8.5	eV

Each line ends with the natural charge from an NBO analysis.
Element x y z (Å)
C  1.687  0.587  -0.897  -0.73
H  1.599  -0.658  0.860  0.17
H  -1.122  -2.210  0.962  0.21
C  -0.836  0.504  1.085  0.15
H  -2.739  -1.618  0.540  0.21
C  -1.132  -0.315  -0.096  -0.19
H  0.684  1.385  -0.079  0.32
H  0.092  2.163  1.623  0.37
C  -1.705  -1.692  0.199  -0.61
H  -0.061  -0.355  -0.554  0.28
N  -1.883  0.364  -1.157  -0.82
C  2.359  -0.251  0.169  -0.63
H  -2.669  0.873  -0.769  0.35
H  -0.765  0.037  2.068  0.18
N  -0.251  1.645  0.821  -0.69
H  3.012  0.359  0.798  0.20
H  2.949  -1.074  -0.241  0.21
H  -1.709  -2.288  -0.711  0.23
H  2.264  1.467  -1.176  0.21
H  -1.287  1.037  -1.626  0.37
H  1.512  0.040  -1.821  0.20

---

# 8
The following is a quantum chemistry calculation of an isolated molecule of C5H14N2, from the Open Molecules 2025 dataset.

Values from the calculation:
energy above the lowest of the compared OMol25 structures with the same formula, charge and spin	25.6	kcal/mol
2S+1	1
SMILES string	CC[C@H](C)NCN
strongest force on any atom	2.3	eV/Å
HOMO-LUMO gap	9.5	eV

Each line ends with the natural charge from an NBO analysis.
Element x y z (Å)
C  -1.231  -1.849  1.378  -0.62
C  1.582  0.496  1.395  -0.61
H  -0.300  -0.225  2.579  0.19
H  1.170  1.326  1.992  0.21
C  -0.740  -0.388  1.573  -0.40
H  1.097  -0.490  -2.595  0.37
H  2.301  0.871  0.676  0.21
H  0.684  -0.892  -0.054  0.17
H  1.959  -0.286  2.054  0.21
N  0.519  0.328  -2.643  -0.90
H  -2.012  -1.937  0.633  0.21
C  -0.520  0.542  -1.673  -0.05
H  -1.239  1.274  -2.110  0.18
H  -1.684  -2.127  2.328  0.21
H  0.493  1.860  -0.567  0.37
H  -1.087  -0.405  -1.564  0.16
N  -0.080  1.044  -0.390  -0.66
H  0.360  0.770  -3.526  0.38
H  -0.345  -2.425  1.097  0.20
C  0.405  -0.024  0.537  -0.03
H  -1.553  0.385  1.486  0.22

---

# 9
The following is a quantum chemistry calculation of an isolated molecule of C5H14N2, from the Open Molecules 2025 dataset.

Values from the calculation:
energy above the lowest of the compared OMol25 structures with the same formula, charge and spin	70.3	kcal/mol
2S+1	1
SMILES string	CNCCN(C)C
strongest force on any atom	3.3	eV/Å
HOMO-LUMO gap	9.3	eV

Each line ends with the natural charge from an NBO analysis.
Element x y z (Å)
C  0.114  1.786  -1.348  -0.42
H  -1.130  -0.317  1.031  0.18
H  0.016  -2.394  0.260  0.34
C  -0.202  0.308  0.560  -0.24
H  1.050  1.792  -0.826  0.20
H  1.635  -0.032  -0.522  0.19
H  0.150  -0.808  -1.346  0.20
C  -2.075  1.290  -0.620  -0.43
H  0.335  0.568  1.501  0.19
H  -2.070  1.138  -1.712  0.19
H  2.208  -1.224  1.795  0.20
C  1.582  -2.076  1.624  -0.43
N  -0.704  1.526  -0.159  -0.45
H  2.108  -3.000  1.564  0.20
H  -0.192  2.812  -1.788  0.21
H  -2.568  0.391  -0.047  0.19
H  0.789  -2.188  2.451  0.18
C  0.661  -0.620  -0.332  -0.25
H  0.031  0.921  -2.132  0.17
N  0.937  -1.985  0.224  -0.63
H  -2.674  2.113  -0.178  0.21

---

# 10
The following is a quantum chemistry calculation of a cluster of 2 separate species, C5H14N2 in total, from the Open Molecules 2025 dataset.

Values from the calculation:
energy above the lowest of the compared OMol25 structures with the same formula, charge and spin	41.3	kcal/mol
2S+1	1
SMILES string	C=NCC.CNC
strongest force on any atom	0.9	eV/Å
HOMO-LUMO gap	10.1	eV

Each line ends with the natural charge from an NBO analysis.
Element x y z (Å)
H  0.767  2.362  -2.902  0.20
H  0.998  0.610  -2.612  0.17
H  -0.692  1.664  -1.168  0.34
H  0.328  -2.556  -0.131  0.17
N  -0.940  1.412  -2.119  -0.61
H  -0.908  -1.206  0.246  0.14
C  0.038  -1.702  0.474  -0.06
H  2.225  0.307  3.002  0.21
C  0.288  1.385  -2.922  -0.42
H  0.295  0.660  1.655  0.18
H  -0.892  -0.751  -1.964  0.16
C  0.295  -0.252  2.267  -0.26
H  0.876  0.887  3.963  0.20
H  -0.728  -0.391  2.622  0.19
H  -0.007  1.177  -3.951  0.19
C  -1.566  0.096  -2.136  -0.42
N  0.789  -1.335  1.417  -0.39
H  -2.392  0.060  -1.426  0.20
H  -1.994  -0.032  -3.134  0.19
C  1.256  0.021  3.413  -0.60
H  1.405  -0.801  4.110  0.21

---

# 11
The following is a quantum chemistry calculation of an isolated molecule of C5H14N2, from the Open Molecules 2025 dataset.

Values from the calculation:
energy above the lowest of the compared OMol25 structures with the same formula, charge and spin	13.6	kcal/mol
2S+1	1
SMILES string	NCCCCCN
strongest force on any atom	0.6	eV/Å
HOMO-LUMO gap	10.3	eV

Each line ends with the natural charge from an NBO analysis.
Element x y z (Å)
C  -0.260  0.403  0.520  -0.40
H  -0.368  -1.066  2.078  0.21
C  1.414  -1.507  0.994  -0.22
H  -2.169  1.927  -0.519  0.35
H  0.319  1.098  1.129  0.19
N  2.202  -0.870  2.059  -0.83
H  -0.686  -1.693  0.482  0.20
H  1.818  -1.255  0.009  0.16
H  -0.813  0.896  -2.886  0.19
H  -1.304  0.648  0.715  0.20
H  3.183  -0.875  1.803  0.35
H  0.560  -0.294  -1.341  0.20
H  1.952  0.114  2.117  0.35
H  -2.985  1.719  -1.917  0.36
H  0.655  1.473  -1.131  0.21
H  1.454  -2.588  1.127  0.19
C  -1.183  0.707  -1.873  -0.21
C  -0.034  -1.025  1.044  -0.40
N  -2.063  1.834  -1.518  -0.85
H  -1.737  -0.231  -1.919  0.16
C  0.045  0.586  -0.971  -0.42